(1)
ORCA calculation (ωB97M-V/def2-TZVPD) on a molecular structure, C29H23Br3N6OS2Y.

energy above the lowest of the compared OMol25 structures with the same formula, charge and spin	0.0000	eV
total charge	-1
electronic energy	-274284.65440	eV

Geometry as XYZ:
```
65
Properties=species:S:1:pos:R:3:forces:R:3:mulliken_charge:R:1
Y -1.01144 0.73771 -0.47730 -0.064 -0.150 -0.002 0.43
C -0.65550 4.86455 3.55625 0.003 0.001 0.030 -0.82
S 0.73210 3.78353 3.16171 -0.082 -0.022 -0.043 0.00
C -0.07636 2.41295 2.42016 0.117 0.012 -0.014 0.52
S 0.98468 1.26894 1.70614 -0.110 -0.009 0.020 -0.53
N -1.37598 2.37560 2.51077 0.042 -0.002 0.045 -1.28
N -1.94461 1.36653 1.77440 0.068 0.096 -0.092 0.99
C -3.05318 0.91382 2.20499 -0.006 -0.007 0.034 -0.65
C -3.79402 -0.07218 1.41445 -0.032 -0.015 -0.027 0.76
C -5.03309 -0.53171 1.84295 -0.006 -0.051 -0.058 -0.97
C -5.72268 -1.42635 1.04008 -0.002 0.025 0.040 -0.31
C -5.15765 -1.82201 -0.15852 -0.006 -0.021 -0.023 -0.93
C -3.91649 -1.31093 -0.51309 0.022 0.007 0.008 -0.02
N -3.24299 -0.46581 0.25922 0.089 -0.036 0.060 0.44
H -0.22265 5.77435 3.97290 0.002 -0.013 -0.009 0.32
H -1.32021 4.40324 4.28249 0.004 -0.005 0.002 0.28
H -1.21375 5.10180 2.65340 0.016 -0.012 -0.013 0.24
H -3.46731 1.27185 3.14559 -0.022 0.028 -0.020 0.29
H -5.44542 -0.18165 2.77995 0.013 0.012 0.002 0.43
H -6.69346 -1.79878 1.34250 0.006 0.001 0.004 0.40
H -5.66651 -2.50525 -0.82409 0.011 0.001 -0.002 0.45
H -3.44612 -1.57010 -1.45348 -0.028 -0.008 0.000 0.22
Br 0.48174 5.82835 -0.58487 -0.018 0.002 0.001 -0.20
C 1.49276 4.37376 -1.24201 -0.018 -0.049 0.109 -0.23
C 2.77645 4.61559 -1.73953 0.053 -0.018 -0.021 -0.38
C 3.55061 3.59347 -2.21372 -0.045 0.016 0.023 -0.12
Br 5.29084 3.98342 -2.87646 0.007 0.002 -0.009 -0.28
C 3.06543 2.26517 -2.21194 -0.016 -0.013 -0.001 0.76
C 3.76815 1.14124 -2.69619 -0.007 -0.026 0.004 -0.74
C 3.18393 -0.09414 -2.66644 0.026 0.035 0.001 -1.13
C 1.88906 -0.22545 -2.13956 -0.032 -0.003 0.011 -0.25
N 1.21820 0.79458 -1.65712 -0.012 -0.004 -0.024 0.55
C 1.77109 2.03560 -1.69227 0.068 -0.014 -0.034 -0.10
C 0.93465 3.09728 -1.17950 -0.100 0.141 0.042 0.87
O -0.23231 2.83172 -0.73024 0.105 -0.042 -0.089 -0.79
H 3.15310 5.62921 -1.74378 0.004 -0.005 -0.004 0.40
H 4.76453 1.27659 -3.09539 0.002 -0.013 -0.005 0.32
H 3.69729 -0.96908 -3.04109 0.003 0.003 -0.002 0.46
H 1.39206 -1.18845 -2.11497 -0.002 -0.002 -0.003 0.35
C 0.16081 -2.02511 1.71606 -0.060 0.039 0.090 -2.05
N -0.32325 -1.60663 0.39967 0.016 0.069 -0.092 1.23
C -0.49232 -2.55474 -0.45413 0.003 -0.043 0.085 -0.43
C -0.95037 -2.30655 -1.77531 0.059 0.025 -0.057 -0.34
C -1.21784 -3.19636 -2.82123 -0.056 0.048 0.058 -0.73
C -1.67827 -2.40637 -3.87925 0.046 -0.035 -0.074 -0.92
C -1.65259 -1.08307 -3.42378 -0.058 0.012 0.075 -1.01
N -1.21755 -1.01471 -2.15491 0.001 0.025 -0.011 1.05
C 1.60218 -2.47508 1.70159 0.038 -0.023 -0.028 0.99
C 2.00217 -3.61057 2.39726 -0.029 0.017 -0.008 -0.60
C 3.33091 -4.01620 2.39871 0.014 0.003 -0.001 -0.58
C 4.27887 -3.28955 1.69457 -0.003 -0.014 0.006 -0.45
C 3.88802 -2.15697 0.99123 -0.028 0.011 0.004 -1.03
C 2.56190 -1.75426 0.99427 0.052 -0.015 -0.007 0.54
H -0.46502 -2.83456 2.10949 0.010 -0.021 -0.015 0.42
H 0.06432 -1.17180 2.38909 0.004 -0.009 -0.006 0.31
H -0.28622 -3.59489 -0.17851 0.001 0.003 0.008 0.32
H -1.09732 -4.26935 -2.79549 -0.003 0.002 -0.001 0.51
H -1.98978 -2.73791 -4.85790 0.013 0.000 0.005 0.44
H -1.95815 -0.18585 -3.94129 -0.001 -0.007 0.000 0.44
H 1.26215 -4.18682 2.94237 0.005 0.003 0.001 0.35
H 3.62151 -4.90494 2.94570 0.005 0.003 -0.003 0.37
H 5.31543 -3.60316 1.69031 -0.004 -0.004 0.003 0.38
H 4.61825 -1.57862 0.43831 0.002 -0.002 0.006 0.44
H 2.26768 -0.87148 0.44262 -0.015 0.011 0.026 0.17
Br -3.10041 1.85659 -1.98584 -0.066 0.063 -0.007 -0.62
```
Forces are in eV/Å.



(2)
ORCA calculation (ωB97M-V/def2-TZVPD) on C5H10OS2 in the gas phase.

energy above the lowest of the compared OMol25 structures with the same formula, charge and spin	0.9518	eV
electronic energy	-29063.96602	eV

Geometry as XYZ:
```
18
Properties=species:S:1:pos:R:3:forces:R:3:mulliken_charge:R:1
C 2.72815 0.77068 -0.07521 0.015 0.157 -0.114 -0.57
C 3.33848 0.33149 1.24737 1.181 -0.313 -0.289 -0.01
O 3.23677 -0.81224 1.60632 -0.293 -0.041 0.350 -0.46
C 1.44765 -0.05188 -0.35911 -0.281 1.147 -0.565 -0.57
S 0.10708 1.22304 -0.28722 1.230 0.177 -1.846 -0.13
S -1.40787 0.74790 0.80622 -1.488 -1.079 2.062 -0.11
C -2.35341 -0.68158 0.17600 -1.096 0.136 -0.493 -0.39
C -3.61179 -0.29978 -0.62192 -0.293 -0.516 -1.636 -1.04
H 2.60517 1.88369 -0.15957 -0.197 -1.013 0.293 0.40
H 3.44856 0.54510 -0.87227 0.270 -0.118 0.345 0.27
H 4.05787 0.97479 1.82631 -0.711 0.184 -0.500 0.35
H 1.32722 -0.95146 0.23363 -0.033 0.302 0.596 0.43
H 1.40232 -0.39819 -1.39319 0.225 0.151 0.026 0.30
H -2.74756 -1.18164 1.06239 0.661 -0.035 0.237 0.28
H -1.73874 -1.38347 -0.40822 -0.028 0.330 0.438 0.34
H -4.45003 -1.02207 -0.54742 0.351 0.452 0.788 0.32
H -3.42422 -0.42619 -1.68772 0.426 0.314 -0.260 0.29
H -3.96565 0.73182 -0.54637 0.061 -0.234 0.567 0.32
```
Forces are in eV/Å.



(3)
ORCA calculation (ωB97M-V/def2-TZVPD) on a molecular structure, C22H28N11O2S2SeV.

energy above the lowest of the compared OMol25 structures with the same formula, charge and spin	2.8996	eV
electronic energy	-156455.48583	eV
multiplicity	3

Geometry as XYZ:
```
67
Properties=species:S:1:pos:R:3:forces:R:3:lowdin_spin:R:1
V 0.25351 0.20613 -0.11062 -0.585 -0.350 2.595 1.89
N -2.83555 0.22916 -0.25841 0.050 0.009 0.142 0.00
N -2.97084 0.38449 -1.62755 -0.030 0.022 -0.074 0.01
C -1.85775 0.30268 -2.39266 0.137 -0.075 0.068 0.01
N -2.00803 0.24584 -3.71774 0.194 0.059 -0.064 0.01
N -0.69816 0.26983 -1.77984 -1.104 0.037 -1.432 -0.01
N 0.49258 0.21009 -2.52150 0.227 1.098 -3.322 -0.04
O 1.46198 0.09184 -1.63019 0.444 -0.532 0.002 0.00
O 0.52232 -0.51949 -3.55712 0.034 -0.130 0.674 -0.05
H -3.12779 -0.68945 0.05198 0.036 -0.073 -0.013 0.00
H -3.30858 0.96740 0.24058 0.033 0.093 0.051 0.00
H -3.85818 0.20404 -2.06845 -0.043 -0.052 -0.055 0.00
H -2.88431 0.47116 -4.15108 0.008 0.043 0.017 0.00
H -1.15082 0.15390 -4.25401 -0.071 -0.082 -0.093 0.00
S -0.20157 2.39559 0.49685 -0.144 0.688 -0.135 0.01
C -1.11459 2.26009 1.97451 0.029 -0.156 0.109 0.01
C -1.72958 3.38265 2.52633 -0.077 -0.012 0.098 0.00
C -2.49094 3.28473 3.68416 0.142 -0.288 -0.077 0.00
C -3.10853 4.45512 4.22206 -0.128 0.283 0.108 0.00
N -3.59198 5.41001 4.64185 0.013 -0.052 -0.029 0.00
C -2.64292 2.03924 4.31949 0.199 0.031 -0.277 0.01
C -2.01609 0.92038 3.78365 0.007 0.088 -0.032 0.00
C -1.25907 1.01822 2.62112 -0.044 0.217 0.013 0.01
S -0.49286 -0.39339 1.94779 -0.445 -0.562 1.005 -0.02
C -3.43085 1.90172 5.50164 -0.181 -0.039 0.283 0.00
N -4.06277 1.75694 6.45148 0.037 0.016 -0.057 0.00
H -1.61880 4.34330 2.04110 -0.003 -0.001 0.000 0.00
H -2.11931 -0.04207 4.26698 -0.029 0.027 0.046 0.00
N 3.97291 0.90387 1.66993 -0.068 0.005 -0.011 0.00
C 4.03646 -0.46689 1.68757 -0.052 -0.159 -0.042 0.00
C 2.86700 -0.89318 1.14203 0.118 0.006 0.082 0.00
N 2.09883 0.19694 0.80810 0.971 0.079 0.072 0.00
C 2.79231 1.26595 1.13269 0.111 -0.070 0.050 0.00
H 4.67007 1.53196 2.02640 0.014 0.065 -0.016 0.00
H 4.88252 -1.00292 2.07826 -0.017 0.010 -0.009 0.00
H 2.52101 -1.90068 0.98669 0.025 -0.002 -0.008 0.00
H 2.46334 2.28319 1.00755 -0.010 0.001 -0.001 0.00
C 0.02655 -4.55514 1.11633 -0.107 0.092 -0.018 0.00
C -1.43227 -4.28927 0.71719 -0.074 -0.210 -0.041 0.00
C -1.85938 -5.23214 -0.40766 0.051 0.093 0.089 0.00
C -2.32848 -4.49554 1.93549 0.009 0.058 -0.042 0.00
N -1.66345 -2.90070 0.28522 -0.132 0.009 0.020 0.00
N -0.74127 -2.36964 -0.65198 0.406 0.050 0.277 0.01
H 0.10120 -5.51640 1.62492 0.041 -0.015 -0.023 0.00
H 0.37601 -3.77904 1.80330 0.023 -0.024 0.019 0.00
H 0.68930 -4.59287 0.24875 0.030 -0.021 0.024 0.00
H -1.74776 -6.27320 -0.10056 0.018 0.004 -0.027 0.00
H -1.25223 -5.07708 -1.30226 -0.001 -0.023 -0.006 0.00
H -2.90399 -5.04831 -0.66001 -0.009 -0.036 -0.023 0.00
H -2.30849 -5.53923 2.24859 0.003 0.001 0.020 0.00
H -3.35826 -4.22323 1.69953 0.000 -0.009 -0.002 0.00
H -1.98970 -3.88029 2.77278 -0.017 0.002 0.001 0.00
H -1.62909 -2.29357 1.09780 0.073 0.079 0.044 0.00
H -1.04276 -2.63528 -1.57961 0.096 0.162 -0.157 0.00
H 0.20067 -2.73754 -0.52214 -0.059 -0.200 -0.047 0.00
Se 0.59811 2.40876 -3.17571 -0.082 -0.017 0.238 0.12
C 2.44671 2.82019 -3.44050 -0.120 -0.247 0.018 0.01
C 2.75993 3.80189 -4.37806 -0.070 -0.107 0.036 0.01
C 4.07831 4.18544 -4.56304 0.033 0.080 -0.013 0.00
C 5.09391 3.57802 -3.83795 0.012 0.016 -0.021 0.00
C 4.77934 2.59283 -2.91385 0.008 -0.003 -0.004 0.00
C 3.45991 2.21842 -2.70102 0.077 0.027 0.030 0.00
H 1.96420 4.25821 -4.95346 0.047 0.018 -0.050 0.00
H 4.31370 4.95953 -5.28282 -0.003 -0.018 -0.007 0.00
H 6.12443 3.86837 -3.99674 -0.007 0.009 0.006 0.00
H 5.56960 2.11464 -2.34731 -0.019 -0.015 -0.004 0.00
H 3.22026 1.45381 -1.97683 -0.026 0.004 -0.003 0.00
```
Forces are in eV/Å.